[1]
52
Properties=species:S:1:pos:R:3:forces:R:3 method="wB97M-V/def2-TZVPD" homo_lumo_gap_ev="4.2 / 4.2" energy_ha=-3215.1587 de_lowest_kcal_mol=104.7 e_lumo_ev="-6.83 / -6.91" charge=+1 spin_multiplicity=1
O 1.736533 -0.934365 -3.298821 -3.72 0.20 -1.18
H 1.501525 -0.226723 -3.958054 0.70 -1.03 0.76
Ga -0.744152 0.059888 -1.186448 0.89 -1.69 1.82
N -0.514715 1.750136 0.285477 -1.78 0.30 2.33
N 1.475489 1.177547 -1.297071 2.71 -2.06 -1.57
N -1.382246 -0.941982 0.542418 -0.74 -3.80 -0.17
N -0.622841 -1.984485 -1.741829 -1.15 -1.15 1.60
O -1.390017 1.925320 1.243802 2.96 0.27 -2.95
O -1.904080 -0.478717 1.708618 0.27 2.40 -0.10
O -0.134285 -2.539897 -2.782015 0.29 1.01 -0.84
O 2.628678 0.735481 -1.527324 -3.47 1.54 0.32
C 1.496020 2.433723 -0.701553 -0.91 0.40 1.16
C 0.394428 2.738767 0.129408 1.76 0.13 -0.34
C -1.658258 -2.233597 0.344632 -0.51 2.83 1.14
C -1.227873 -2.800085 -0.867175 2.02 0.43 -2.01
C 0.403523 3.896609 1.038891 0.13 0.55 -0.20
H 0.628503 3.552098 2.050164 -0.26 0.10 0.06
H -0.551174 4.412675 1.001146 -0.15 0.06 0.28
H 1.185582 4.588896 0.740578 -0.08 0.09 0.09
C 2.754653 3.192034 -0.887243 -0.31 0.58 -0.13
H 3.155793 3.031994 -1.909699 -0.16 0.06 0.81
H 3.458219 2.788471 -0.132877 -0.06 0.27 -0.42
H 2.577987 4.256194 -0.714456 0.27 -0.18 0.03
C -2.499909 -3.023434 1.278424 -0.59 -0.43 0.69
C -1.276575 -4.272359 -1.085142 -0.29 -0.33 -0.37
H -3.043102 -2.407703 1.967472 -0.09 0.65 0.23
H -1.956302 -3.705198 1.923693 0.57 -0.11 -0.07
H -3.272621 -3.652159 0.828869 0.37 0.14 -0.61
H -0.817347 -4.589031 -2.017865 0.02 0.32 0.03
H -2.319765 -4.566544 -1.127378 -0.26 -0.22 -0.03
H -0.825134 -4.863642 -0.288551 0.08 0.28 0.22
H -1.712111 0.549710 1.581876 -0.99 -1.91 0.73
H 0.721671 -1.528173 -3.243687 2.86 0.47 -0.13
C -2.570473 0.770822 -1.416792 1.37 1.29 -1.78
H -2.598218 1.874903 -1.272461 -0.33 -0.96 0.17
H -3.169589 0.139748 -0.758966 -0.13 0.29 -0.47
H -2.579856 0.613908 -2.505140 -1.34 -0.16 0.30
O -3.388059 4.091732 0.514884 0.29 -1.59 0.30
H -4.322361 3.805158 0.466607 0.71 0.25 0.06
H -2.887764 3.273031 0.795353 -1.00 1.35 -0.33
C 1.060618 0.066484 2.600414 0.05 0.15 0.14
C 1.752255 -0.615328 1.491342 0.47 -0.70 -0.18
N 1.387627 -0.722775 0.240093 -0.52 -0.28 -0.66
C 2.329439 -1.502114 -0.419284 0.32 -0.31 0.13
C 3.264711 -1.876918 0.496169 0.77 -0.31 0.00
N 2.910587 -1.308222 1.695883 -0.66 0.28 0.02
H -0.009597 -0.160429 2.591130 0.36 0.10 0.15
H 1.510139 -0.307634 3.517546 -0.22 0.18 0.26
H 1.226677 1.148391 2.557672 -0.13 -0.07 0.09
H 2.336958 -1.741862 -1.497206 -0.34 0.31 0.90
H 4.153545 -2.493098 0.393161 -0.32 0.19 0.03
H 3.327267 -1.397256 2.611298 0.22 -0.17 -0.33

---

[2]
9
Properties=species:S:1:pos:R:3:forces:R:3 method="wB97M-V/def2-TZVPD" homo_lumo_gap_ev=10.3 energy_ha=-685.7716 de_lowest_kcal_mol=27.5 e_lumo_ev=0.79 spin_multiplicity=1
Cl 2.945237 -0.222057 -0.030424 -2.15 1.05 0.47
C 1.147776 0.010417 0.130219 2.22 -6.67 -0.61
C 0.270867 0.946625 -0.034086 -2.60 4.29 1.77
N -1.018624 0.333079 0.042548 2.48 -0.92 -1.20
C -0.819488 -1.077036 -0.092249 5.23 5.49 2.31
N 0.480826 -1.303968 0.134995 -1.11 1.27 -1.33
H 0.423217 2.081592 0.167884 -0.54 -2.26 -0.88
H -1.801234 0.896850 -0.151356 -1.20 0.21 -0.33
H -1.628573 -1.665503 -0.167532 -2.32 -2.46 -0.19

---

[3]
8
Properties=species:S:1:pos:R:3:forces:R:3 method="wB97M-V/def2-TZVPD" homo_lumo_gap_ev="7.7 / 7.7" energy_ha=-474.4990 de_lowest_kcal_mol=109.6 e_lumo_ev="0.29 / 0.29" spin_multiplicity=1
P -1.336972 -0.161435 0.159304 -0.76 -1.70 -0.49
N 0.293599 -0.059314 -0.406584 0.34 -1.22 -1.26
C 1.428192 0.735965 0.302543 -2.41 -5.38 1.23
C 1.235342 -0.670617 0.494875 1.72 6.81 -0.50
H -1.647500 -1.457919 -0.699068 0.30 2.04 1.16
H -1.801018 0.760670 -0.779195 -0.45 0.10 -0.38
H 1.290395 1.847320 0.321611 1.16 -1.45 0.48
H 1.472952 -1.669132 0.884356 0.09 0.80 -0.24

---

[4]
60
Properties=species:S:1:pos:R:3:forces:R:3 method="wB97M-V/def2-TZVPD" homo_lumo_gap_ev=6.2 energy_ha=-2418.0635 de_lowest_kcal_mol=0.0 e_lumo_ev=-6.83 charge=+2 spin_multiplicity=1
Ti -0.745600 -0.297970 -0.157759 0.18 0.08 0.14
N 2.085348 -0.930792 2.458656 -0.02 -0.02 0.01
C 0.890110 -1.154866 2.967680 0.04 -0.01 0.02
N 0.768720 -1.854198 4.086263 0.00 0.01 0.00
S -0.575092 -0.508272 2.295279 -0.02 0.03 -0.06
H 2.922471 -1.281355 2.899393 0.00 0.00 0.00
H 2.188271 -0.349083 1.638209 0.01 0.00 0.01
H 1.568644 -2.165489 4.616621 0.00 0.00 0.00
H -0.144671 -1.994832 4.486307 0.00 -0.01 0.00
C 3.632950 4.072375 -0.021876 0.01 -0.01 -0.01
N 2.770534 3.326912 0.873563 -0.03 0.01 -0.01
C 3.364143 2.884922 2.112750 0.01 -0.02 0.00
C 1.768682 2.480059 0.304245 0.00 -0.01 -0.01
C 2.166173 1.082133 -0.159014 0.02 0.04 0.00
C 3.490053 0.695347 -0.327356 -0.04 0.01 -0.01
C 3.826113 -0.603948 -0.714262 0.01 -0.04 -0.01
C 2.850422 -1.560376 -0.942875 0.03 0.00 0.00
C 1.521957 -1.182435 -0.779064 -0.06 0.04 0.01
C 1.178423 0.112879 -0.393000 0.01 -0.01 -0.06
H 4.059882 4.919682 0.514627 0.00 0.00 0.01
H 3.045346 4.467788 -0.850866 0.00 0.00 0.01
H 4.469633 3.499216 -0.444401 0.00 -0.01 0.00
H 3.869778 3.722510 2.592551 0.00 0.00 0.00
H 4.105453 2.076085 2.006003 0.00 0.01 0.01
H 2.579840 2.539757 2.791597 0.00 0.00 0.00
H 1.311890 2.998755 -0.544487 0.01 -0.01 -0.01
H 0.964563 2.346120 1.039792 0.00 0.00 0.02
H 4.280094 1.410139 -0.150750 0.00 0.02 -0.01
H 4.868866 -0.865418 -0.839733 0.00 0.00 0.00
H 3.115132 -2.562593 -1.250358 0.00 0.00 0.00
H 0.755651 -1.943358 -0.977559 -0.01 0.00 0.01
C -3.058065 0.596779 -3.175092 -0.01 0.00 -0.01
C -2.188936 -0.631388 -3.092978 0.04 -0.02 -0.03
O -0.992705 -0.403995 -2.266562 -0.02 0.05 -0.04
H -3.902143 0.389004 -3.833260 0.00 0.00 0.00
H -2.514408 1.443588 -3.596101 0.00 0.00 0.00
H -3.457170 0.872891 -2.198458 0.00 0.00 0.01
H -1.833312 -0.950301 -4.071227 0.00 -0.01 0.00
H -2.694973 -1.468057 -2.618119 -0.01 0.01 0.00
H -0.375801 0.172563 -2.739522 -0.02 -0.01 -0.01
C -2.664807 -4.249729 -0.615450 -0.02 0.01 0.01
C -3.388513 -3.628064 0.578673 0.01 -0.03 0.00
C -3.186476 -2.147789 0.354241 0.06 0.07 -0.05
O -1.854399 -2.053461 -0.293137 -0.10 -0.05 0.05
C -1.423176 -3.390100 -0.725688 -0.01 -0.03 -0.02
H -3.270630 -4.170371 -1.519139 0.00 0.00 0.00
H -2.415415 -5.297483 -0.464367 0.01 0.00 0.00
H -2.925024 -3.939750 1.515531 0.00 0.00 0.00
H -4.444361 -3.886637 0.615496 0.00 0.00 0.00
H -3.150690 -1.544965 1.258021 -0.01 -0.03 0.02
H -3.907398 -1.722587 -0.344178 -0.01 -0.02 0.00
H -0.635959 -3.718427 -0.044854 0.00 0.01 0.00
H -1.031636 -3.295856 -1.737743 0.01 0.01 0.00
C -2.860864 3.475190 -0.021676 -0.02 -0.02 0.01
O -1.630518 2.824729 -0.492408 0.12 0.03 -0.01
C -1.460146 1.591620 -0.224238 -0.18 -0.12 0.09
O -2.288741 0.858093 0.385494 0.03 0.01 -0.11
H -2.775069 4.503047 -0.350316 0.00 0.00 0.00
H -2.904306 3.407149 1.061507 0.00 0.00 0.00
H -3.718139 2.984590 -0.474644 0.00 0.00 0.00

---

[5]
18
Properties=species:S:1:pos:R:3:forces:R:3 method="wB97M-V/def2-TZVPD" homo_lumo_gap_ev=9.1 energy_ha=-572.2443 de_lowest_kcal_mol=23.9 e_lumo_ev=0.25 spin_multiplicity=1
O 2.339323 1.962275 -0.059399 0.88 0.87 0.08
C 1.943237 0.832083 -0.024013 -2.60 -1.93 -0.59
C 2.723245 -0.406875 -0.029688 -0.47 -2.02 0.10
C 2.080606 -1.650070 0.054547 1.32 1.34 0.69
O 0.748881 -1.826384 -0.015370 1.38 -0.78 0.65
C -0.054273 -0.766103 0.064172 -0.81 0.77 -1.75
C -1.396128 -1.120628 -0.091698 -0.69 0.86 1.28
C -2.301050 -0.071734 0.062030 -0.10 1.77 -1.27
O -3.649157 -0.363817 -0.053440 1.12 -0.79 0.42
C -1.837035 1.342907 0.101946 1.37 -3.32 0.03
C -0.464806 1.622293 0.034599 -2.20 -2.22 -0.04
C 0.431403 0.529378 -0.019991 1.25 1.24 0.90
H 3.812313 -0.308463 -0.103924 -0.46 -0.38 0.38
H 2.494437 -2.637403 0.380195 0.31 1.17 -0.99
H -1.632657 -2.194285 -0.170910 -0.21 0.85 0.02
H -4.225109 0.382187 -0.195056 0.18 0.67 0.04
H -2.564857 2.087066 0.213641 -0.90 1.05 0.00
H -0.147699 2.626807 -0.009698 0.63 0.84 0.06

---

[6]
24
Properties=species:S:1:pos:R:3:forces:R:3 method="wB97M-V/def2-TZVPD" homo_lumo_gap_ev="10.8 / 8.5" energy_ha=-330.8479 de_lowest_kcal_mol=89.2 e_lumo_ev="1.14 / -1.16" s_squared=0.75 spin_multiplicity=2
C 1.698957 -0.426603 1.228988 1.34 -0.35 -1.34
C 1.279274 0.558120 0.095698 -0.26 -4.25 1.62
C 0.767668 -0.276655 -1.103097 0.24 2.37 -1.80
C -0.598458 -0.940663 -1.265849 -0.58 -1.99 0.90
C -1.917921 -0.284618 -0.736465 1.49 0.75 0.39
C -2.119659 -0.656181 0.699885 0.25 0.07 0.23
C -1.939687 0.200216 1.697989 -0.03 -0.04 0.30
N 2.387652 1.402031 -0.550631 -3.87 0.78 1.81
H 2.508905 -0.068352 1.882657 -0.51 0.20 -0.04
H 2.140728 -1.271008 0.664620 -0.13 -0.06 0.69
H 0.831522 -0.763750 1.795983 0.14 0.00 0.01
H 0.346607 0.924228 0.599610 0.81 1.51 -0.70
H 0.679355 0.477844 -1.925007 0.51 -0.09 0.42
H 1.657604 -0.856146 -1.426381 -0.89 -0.31 0.13
H -0.765889 -1.140796 -2.317287 0.30 0.02 -0.32
H -0.504750 -1.932196 -0.808249 -0.36 -0.18 -0.01
H -1.652806 0.785604 -0.771816 -0.79 0.03 -0.05
H -2.804984 -0.471431 -1.343569 0.30 -0.17 -0.19
H -2.284536 -1.712256 0.915581 0.10 0.09 -0.03
H -1.853112 -0.115178 2.740436 -0.37 0.08 -0.30
H -1.838157 1.265521 1.495983 0.17 -0.15 0.05
H 2.853326 1.923280 0.199693 0.07 -0.29 0.03
H -0.406494 2.083579 -0.489183 -0.20 0.43 -0.10
H 1.481520 1.963326 -0.612140 2.26 1.55 -1.70

---

[7]
32
Properties=species:S:1:pos:R:3:forces:R:3 method="wB97M-V/def2-TZVPD" homo_lumo_gap_ev=8.9 energy_ha=-1338.4063 de_lowest_kcal_mol=0.0 e_lumo_ev=-0.32 spin_multiplicity=1
C 0.688512 1.929424 2.235168 0.88 0.38 -1.16
Si 1.238750 1.233817 0.566578 0.42 -0.57 0.43
C 2.372968 2.405861 -0.356309 -0.70 0.66 0.82
C 2.240117 -0.363165 0.677731 -0.56 0.88 0.18
C 1.442443 -1.629801 0.491780 0.05 -0.62 0.98
C 0.504368 -1.597406 -0.701300 0.01 -0.07 0.52
C -0.682945 -0.615823 -0.598391 -1.04 0.01 0.39
C -0.217284 0.839611 -0.526090 -0.15 0.79 -0.55
C -1.592014 -0.804789 0.651125 2.01 -0.16 -0.24
O -1.091737 -0.655841 1.752396 -1.06 -0.16 -0.42
N -2.921159 -1.101500 0.464754 0.47 0.08 0.30
C -3.546289 -1.235881 -0.756004 -1.85 -0.34 0.62
S -5.193453 -1.428106 -0.842422 0.67 -0.02 0.04
N -2.774209 -1.205497 -1.861638 1.59 0.24 -0.61
C -1.432789 -0.795378 -1.904207 0.47 0.61 -1.00
O -0.882938 -0.552855 -2.968590 -1.04 -0.63 0.95
H 0.079544 2.820627 2.028003 0.12 -0.15 0.32
H 0.154740 1.216436 2.837484 -0.15 -0.19 0.26
H 1.645195 2.230488 2.686508 -0.43 0.09 0.34
H 3.247685 2.729097 0.210252 -0.07 -0.04 0.13
H 1.785908 3.297206 -0.610755 0.32 -0.02 -0.26
H 2.725660 1.898820 -1.230831 0.10 -0.14 -0.73
H 2.991498 -0.297781 -0.089488 0.64 0.10 -0.24
H 2.693762 -0.272375 1.662720 0.43 -0.49 0.07
H 2.129742 -2.503356 0.427446 -0.53 0.40 -0.11
H 0.847181 -1.747340 1.400712 0.06 -0.40 -0.11
H 1.058022 -1.297154 -1.585136 -0.01 -0.05 -0.31
H 0.096107 -2.589255 -0.860097 0.01 -0.33 -0.19
H 0.057654 1.152920 -1.541028 -0.05 -0.09 0.08
H -1.040717 1.490466 -0.214740 -0.14 0.00 -0.15
H -3.448553 -1.195280 1.338559 -0.13 0.08 -0.79
H -3.175770 -1.356190 -2.784189 -0.33 0.14 0.46

---

[8]
40
Properties=species:S:1:pos:R:3:forces:R:3 method="wB97M-V/def2-TZVPD" homo_lumo_gap_ev=10.9 energy_ha=-1370.0953 e_lumo_ev=0.41 spin_multiplicity=1
C -0.417736 4.545468 3.525043 -0.16 -0.78 0.33
C -0.021129 4.038182 2.148266 0.63 0.69 0.62
O 0.523570 2.711933 2.273691 -0.50 -0.35 0.14
P 1.140692 2.043523 0.987338 -0.11 -0.82 -0.49
O 2.325260 2.705031 0.451173 0.05 0.35 -0.38
O -0.066210 1.794012 -0.044987 0.30 0.31 0.47
C -0.352801 2.724991 -1.079052 -0.18 0.70 -0.81
C 0.276804 2.385988 -2.404855 -0.19 -0.38 -1.52
O 1.357424 0.562684 1.483844 -0.45 0.44 0.83
C 2.204949 -0.334513 0.816939 1.13 -1.34 -0.49
C 1.420691 -1.396711 0.034088 -1.12 -0.01 1.51
H -1.149665 5.349345 3.490855 0.13 0.15 -0.22
H -0.881957 3.728503 4.085474 -0.01 0.05 -0.04
H 0.459766 4.860675 4.086442 -0.03 0.08 0.00
H -0.872890 4.051098 1.469038 0.12 -0.11 -0.15
H 0.812718 4.666296 1.819651 -0.39 0.07 -0.57
H -1.436629 2.766808 -1.215940 0.02 -0.28 0.22
H -0.069320 3.754500 -0.834892 0.26 -0.22 0.41
H 1.338095 2.140866 -2.426355 0.06 0.31 0.54
H -0.204435 1.577322 -2.968721 -0.17 -0.25 0.66
H 0.109859 3.219065 -3.098212 0.24 0.24 0.30
H 2.980429 0.164496 0.229248 -0.46 0.32 -0.25
H 2.790081 -0.887791 1.561280 -0.21 0.32 0.24
H 2.034942 -1.954323 -0.664192 -0.15 0.24 -0.38
H 1.011161 -2.107323 0.770326 0.57 -0.18 0.06
H 0.449149 -1.022491 -0.300975 0.57 0.41 -1.03
C -3.132549 -2.160609 -0.993412 0.23 0.78 -0.65
N -2.193360 -1.912881 -2.149877 -0.42 0.10 0.17
O -1.847049 -0.758683 -2.274638 0.30 0.48 0.09
O -1.927661 -2.786256 -2.929085 0.11 -0.85 -0.13
H -2.843026 -1.362366 -0.319375 -0.27 -0.27 0.43
H -3.112616 -3.165597 -0.593129 0.30 -0.10 -0.20
H -4.089964 -1.921122 -1.452551 -0.18 -0.14 0.29
C 1.069345 -5.284773 -0.814737 -0.73 0.46 0.57
N -0.211701 -5.658783 -0.135644 0.57 0.01 -0.91
O -0.131300 -6.134453 0.958686 0.16 -0.48 1.22
O -1.232675 -5.437548 -0.725838 -1.08 0.33 -0.54
H 1.227913 -4.285714 -0.403265 0.59 -0.18 -0.04
H 0.886198 -5.184483 -1.876472 0.07 -0.32 -0.07
H 1.775627 -6.034367 -0.485177 0.38 0.23 -0.23